# C6H35NO12

12 unconnected molecules or ions with the total composition C6H35NO12 (wB97M-V/def2-TZVPD, the OMol25 dataset).

As for the energy above the lowest of the compared OMol25 structures with the same formula, charge and spin: 194.5 kcal per mole. The largest force on an atom comes out at 11.49 eV/A. As for the electronic energy: -1207.03767 Ha. The calculation puts the frontier orbital gap at 9.447 eV. The structure (SMILES) is CCN(CC)CC=O.O.O.O.O.O.O.O.O.O.O.O. As for the spin multiplicity: 1. The value obtained for the HOMO energy is -9.3 eV.

Last column: natural (NBO) charge in e.
Atoms and positions in Å:
C1 2.16447 -1.71728 0.21500  -0.655
C2 1.16768 -0.56109 0.39399  -0.225
N1 -0.19379 -1.11447 0.04072  -0.467
C3 -0.64064 -2.11601 1.09865  -0.263
C4 -2.00247 -2.62719 0.67330  -0.612
C5 -1.17073 -0.07820 -0.15091  -0.398
C6 -2.10650 -0.49396 -1.23045  0.433
O1 -3.09030 0.22909 -1.30897  -0.581
H1 1.90324 -2.30646 -0.73632  0.222
H2 3.24714 -1.44274 0.02856  0.226
H3 2.22684 -2.37266 1.12362  0.216
H4 1.50884 0.24909 -0.26848  0.174
H5 1.32351 -0.06407 1.38842  0.186
H6 -0.78519 -1.61848 2.14218  0.201
H7 0.22279 -2.95145 1.00792  0.231
H8 -2.01679 -3.75968 0.23870  0.228
H9 -2.77967 -2.53523 1.35698  0.193
H10 -2.49952 -2.09788 -0.34200  0.213
H11 -0.71242 0.88267 -0.25960  0.258
H12 -1.66927 0.30745 0.76092  0.244
H13 -1.89819 -1.43985 -1.85789  0.166
H14 -2.61885 -1.09606 2.74032  0.475
H15 -1.31798 -0.41528 3.04466  0.497
O2 -2.29919 -0.15475 3.02954  -0.993
H16 0.80626 1.76982 2.17571  0.474
H17 0.19405 2.58816 3.23275  0.494
O3 0.78617 1.82098 3.09028  -0.963
H18 1.63367 1.64635 -1.75370  0.474
H19 1.15266 2.75031 -2.82001  0.509
O4 1.80384 2.05645 -2.68915  -0.982
H20 1.42131 0.27919 -3.06838  0.478
H21 1.44616 -1.12908 -3.47273  0.472
O5 0.80287 -0.38298 -3.16578  -0.969
H22 -2.23325 1.72581 2.80875  0.515
H23 -1.83111 3.19177 3.02373  0.468
O6 -1.64544 2.43860 2.52966  -0.980
H24 2.69683 3.32256 -0.38720  0.487
H25 2.99307 1.90125 -0.24683  0.455
O7 2.38938 2.51025 0.08409  -0.930
H26 -2.72862 2.65608 0.59840  0.453
H27 -3.33667 1.62211 -0.37861  0.493
O8 -3.04708 2.54129 -0.15966  -0.976
H28 -1.41125 2.05802 -4.03437  0.478
H29 -1.66612 2.45986 -2.48751  0.504
O9 -1.24544 2.64662 -3.36052  -0.981
H30 3.60469 -1.13630 -2.15561  0.480
H31 3.52408 0.44094 -1.75678  0.455
O10 4.15077 -0.29975 -2.14052  -0.931
H32 0.69666 -2.28980 -1.95618  0.492
H33 0.46533 -2.88621 -3.28098  0.468
O11 1.03774 -2.91915 -2.56667  -0.952
H34 0.45253 -1.25447 4.24980  0.486
H35 0.80347 -0.02694 3.58482  0.514
O12 0.32045 -0.80723 3.37433  -0.954

Forces on atoms 1 to 6 (eV/Å):
C 1.33 -0.96 -0.54
C 0.77 -0.60 -0.17
N 1.72 0.47 2.19
C 1.16 -0.11 -0.68
C -0.60 -2.35 -5.44
C 0.80 -0.54 0.94